This record from the OMol25 dataset describes C4H8N4 in the gas phase at a distorted geometry. The level of theory is ωB97M-V/def2-TZVPD.

The geometry in XYZ format:
```
16
Properties=species:S:1:pos:R:3:forces:R:3
C -2.43325 0.31891 0.21975 -2.4 0.2 -3.3
N -1.56155 -0.77256 -0.26152 0.1 0.5 1.2
C -0.24516 -0.52796 0.09875 0.8 0.8 -2.5
N 0.68331 -1.37795 0.07103 2.5 -1.0 0.3
C 2.17404 -0.93130 0.10289 -0.3 0.7 -0.8
C 2.21707 0.69382 0.04730 -2.0 -2.5 -0.3
N 1.16328 1.42152 -0.12964 3.7 -0.9 1.1
N -0.01211 0.85085 0.10843 -3.2 2.8 -1.3
H -2.38194 1.22951 -0.46207 0.4 -0.9 0.6
H -3.52382 0.17065 0.01676 0.8 -0.8 0.8
H -2.22498 0.69264 1.18896 0.1 -0.2 1.1
H -1.79837 -1.74071 -0.53057 -0.2 1.2 0.7
H 2.75673 -1.23753 -0.98285 -1.7 0.4 3.2
H 2.73736 -1.46568 1.02190 -1.3 1.4 -2.2
H 3.14706 1.14874 -0.09425 1.3 0.7 -0.3
H -0.69765 1.52704 -0.41488 1.4 -2.5 1.7
```
Forces are in eV/Å.

Results
- total charge = 0
- SMILES string = CNC1=NCC=NN1
- energy above the lowest of the compared OMol25 structures with the same formula, charge and spin (kcal/mol) = 80.9
- molecular weight (g/mol) = 112.14